No. 1
Density functional theory data (ωB97M-V with the def2-TZVPD basis set) for 2 unconnected molecules or ions with the total composition C15H32ClO10PS2.

Its gap between HOMO and LUMO is 9.441 eV. As for the electronic energy: -2940.92623 hartree. The value obtained for the HOMO energy is -8.966 eV. The max |F| is 0.69 eV/A. The SMILES is CCOCCOC[C@]1(CCO)OS(=O)(=O)O[C@]1(Cl)[PH2]=S.COCCOCCOC.

Geometry as XYZ:
```
61
Properties=species:S:1:pos:R:3:nbo_charge:R:1
C 3.927 -3.159 4.086 -0.635
C 2.489 -3.508 3.718 -0.057
O 1.889 -2.369 3.124 -0.535
C 0.516 -2.505 2.854 -0.072
C 0.187 -2.100 1.406 -0.075
O 1.270 -1.366 0.870 -0.538
C 1.071 -0.974 -0.452 -0.075
C 2.010 0.211 -0.683 0.221
C 1.558 1.318 0.272 -0.457
C 1.964 2.767 -0.033 -0.062
O 3.265 2.898 -0.567 -0.723
O 1.852 0.628 -2.054 -0.711
S 3.209 0.650 -2.881 2.574
O 3.408 1.908 -3.484 -0.864
O 3.257 -0.544 -3.656 -0.923
O 4.171 0.504 -1.628 -0.703
C 3.509 -0.264 -0.598 -0.057
Cl 4.311 0.070 0.913 0.063
P 3.914 -2.096 -0.997 0.821
S 3.888 -3.436 0.391 -0.529
H 4.148 -3.420 5.120 0.206
H 4.639 -3.681 3.448 0.218
H 4.087 -2.091 3.947 0.228
H 2.472 -4.336 3.000 0.169
H 1.923 -3.809 4.607 0.158
H 0.189 -3.537 3.010 0.176
H -0.035 -1.859 3.545 0.171
H -0.717 -1.479 1.399 0.178
H 0.020 -2.987 0.783 0.168
H 1.273 -1.781 -1.167 0.176
H 0.039 -0.643 -0.628 0.192
H 1.847 1.058 1.287 0.247
H 0.465 1.293 0.236 0.222
H 1.253 3.225 -0.722 0.178
H 1.885 3.329 0.902 0.174
H 3.867 3.222 0.119 0.479
H 5.168 -1.860 -1.571 -0.006
H 3.084 -2.374 -2.081 0.000
C -1.996 1.124 -3.933 -0.249
O -2.978 1.090 -2.921 -0.545
C -3.066 -0.181 -2.311 -0.089
C -3.874 -0.108 -1.034 -0.094
O -3.136 0.398 0.069 -0.546
C -2.991 1.809 0.131 -0.095
C -4.206 2.535 0.661 -0.093
O -5.172 2.693 -0.360 -0.543
C -6.421 3.101 0.150 -0.247
H -2.207 0.390 -4.719 0.166
H -2.009 2.121 -4.369 0.197
H -0.998 0.926 -3.525 0.167
H -2.060 -0.556 -2.077 0.163
H -3.547 -0.890 -3.000 0.170
H -4.146 -1.128 -0.756 0.188
H -4.790 0.464 -1.193 0.202
H -2.695 2.218 -0.838 0.203
H -2.174 1.971 0.839 0.182
H -3.899 3.524 1.030 0.168
H -4.630 1.966 1.499 0.173
H -6.837 2.350 0.831 0.165
H -7.094 3.226 -0.695 0.195
H -6.341 4.055 0.685 0.165
```

***

No. 2
Density functional theory data (ωB97M-V with the def2-TZVPD basis set) for C2H4N2 in the gas phase.

Its gap between HOMO and LUMO (alpha / beta) is 8.460 / 8.461 eV. As for the electronic energy: -187.90509 hartree. The value obtained for the HOMO energy (alpha / beta) is -8.447 / -8.448 eV. As for the energy above the lowest of the compared OMol25 structures with the same formula, charge and spin: 559.8 kJ/mol. The max |F| is 2.54 eV/A.

Geometry as XYZ:
```
8
Properties=species:S:1:pos:R:3:nbo_charge:R:1
C -0.888 -0.268 0.142 -0.095
C 1.082 0.702 0.303 -0.098
N 1.378 -0.534 -0.265 -0.431
N 0.309 -0.665 0.633 -0.297
H -1.712 -0.264 0.831 0.200
H -1.063 -0.036 -0.903 0.185
H 1.483 0.959 1.272 0.195
H 1.155 -0.609 -1.264 0.340
```

***

No. 3
Density functional theory data (ωB97M-V with the def2-TZVPD basis set) for C2H4NP in the gas phase.

Its gap between HOMO and LUMO is 10.378 eV. As for the electronic energy: -474.58855 hartree. The value obtained for the HOMO energy is -9.525 eV. As for the energy above the lowest of the compared OMol25 structures with the same formula, charge and spin: 223.5 kJ/mol. The max |F| is 2.67 eV/A. The SMILES is P[C@H]1C=N1.

Geometry as XYZ:
```
8
Properties=species:S:1:pos:R:3:nbo_charge:R:1
P 1.647 0.148 -0.096 0.292
C -0.065 -0.193 -0.630 -0.469
C -1.166 -0.288 0.272 0.074
N -1.105 0.856 -0.200 -0.289
H 1.561 -0.129 1.395 -0.026
H 1.319 1.484 0.164 -0.012
H -0.284 -0.833 -1.595 0.205
H -1.906 -1.044 0.689 0.223
```

***

No. 4
Density functional theory data (ωB97M-V with the def2-TZVPD basis set) for a molecular structure, C18H14Cl2N4O5SW.

Its gap between HOMO and LUMO (alpha / beta) is 6.885 / 6.828 eV. As for the charge: +2. As for the electronic energy: -2674.68168 hartree. The value obtained for the HOMO energy (alpha / beta) is -14.799 / -14.813 eV. As for the energy above the lowest of the compared OMol25 structures with the same formula, charge and spin: 0.0 kJ/mol. The max |F| is 0.21 eV/A.

Geometry as XYZ:
```
45
Properties=species:S:1:pos:R:3:nbo_charge:R:1
W 0.294 0.553 0.623 1.932
Cl 0.724 -4.329 -0.205 0.124
C 0.543 -3.544 1.298 -0.035
C 0.556 -4.295 2.498 -0.222
C 0.423 -3.691 3.716 -0.010
Cl 0.458 -4.623 5.150 0.112
C 0.254 -2.275 3.806 -0.051
C 0.113 -1.524 4.981 -0.026
C -0.039 -0.149 4.909 -0.263
C -0.059 0.481 3.675 0.131
N 0.075 -0.204 2.530 -0.513
C 0.235 -1.567 2.596 0.113
C 0.388 -2.185 1.359 0.236
O 0.395 -1.335 0.280 -0.677
H 0.686 -5.367 2.433 0.275
H 0.125 -2.024 5.941 0.265
H -0.140 0.444 5.806 0.269
H -0.171 1.554 3.590 0.235
C -3.889 2.403 0.289 -0.421
N -3.793 0.958 0.055 -0.523
C -2.677 0.273 -0.046 0.814
N -2.666 -1.043 -0.237 -0.770
O -1.538 0.912 0.039 -0.733
H -4.542 2.583 1.140 0.241
H -4.299 2.889 -0.593 0.238
H -2.904 2.803 0.498 0.228
H -4.661 0.456 -0.062 0.429
H -3.518 -1.563 -0.376 0.435
H -1.792 -1.507 -0.441 0.440
O 3.627 5.621 0.283 -0.842
S 2.400 5.072 0.722 2.271
O 1.516 5.732 1.617 -0.867
N 2.684 3.513 1.407 -0.575
C 2.153 2.663 0.653 0.521
O 1.949 1.347 0.964 -0.640
C 1.473 3.075 -0.581 -0.176
C 0.790 2.251 -1.465 -0.301
C 0.038 2.865 -2.466 -0.155
C 0.013 4.254 -2.558 -0.164
C 0.727 5.069 -1.671 -0.144
C 1.446 4.445 -0.672 -0.204
H 1.032 1.173 -1.549 0.237
H -0.483 2.269 -3.203 0.245
H -0.556 4.719 -3.352 0.254
H 0.702 6.147 -1.769 0.266
```

***

No. 5
Density functional theory data (ωB97M-V with the def2-TZVPD basis set) for C3H3N3O2 in the gas phase.

Its gap between HOMO and LUMO is 9.097 eV. As for the electronic energy: -430.64878 hartree. The value obtained for the HOMO energy is -10.107 eV. As for the energy above the lowest of the compared OMol25 structures with the same formula, charge and spin: 714.6 kJ/mol. The max |F| is 7.23 eV/A. The SMILES is [H]/N=c1/cnon1C=O.

Geometry as XYZ:
```
11
Properties=species:S:1:pos:R:3:nbo_charge:R:1
H 1.305 1.519 -0.416 0.385
N 0.388 1.866 -0.375 -0.536
C -0.327 0.841 -0.127 0.340
C -1.686 0.612 0.410 -0.069
N -1.963 -0.685 0.132 -0.035
O -0.812 -1.478 -0.381 -0.202
N 0.264 -0.528 -0.052 -0.195
C 1.478 -1.011 -0.017 0.473
O 2.428 -0.073 0.339 -0.656
H -2.710 1.196 0.537 0.287
H 1.636 -2.260 -0.049 0.207
```

***

No. 6
Density functional theory data (ωB97M-V with the def2-TZVPD basis set) for 2 unconnected molecules or ions with the total composition C4H12.

Its gap between HOMO and LUMO is 12.805 eV. As for the electronic energy: -159.57741 hartree. The value obtained for the HOMO energy is -11.699 eV. As for the energy above the lowest of the compared OMol25 structures with the same formula, charge and spin: 19.9 kJ/mol. The max |F| is 0.90 eV/A. The SMILES is CC.CC.

Geometry as XYZ:
```
16
Properties=species:S:1:pos:R:3:nbo_charge:R:1
C -0.545 -1.979 0.873 -0.608
C 0.051 -2.052 2.283 -0.611
H -0.118 -2.728 0.214 0.205
H -1.620 -2.134 0.897 0.203
H -0.408 -0.997 0.420 0.200
H -0.559 -2.725 2.900 0.202
H 0.056 -1.091 2.796 0.205
H 1.044 -2.493 2.289 0.205
C 0.893 2.425 -1.497 -0.615
C -0.384 1.608 -1.678 -0.613
H 0.737 3.494 -1.361 0.205
H 1.453 2.110 -0.613 0.204
H 1.602 2.306 -2.314 0.204
H -0.388 0.668 -1.142 0.205
H -0.584 1.373 -2.729 0.205
H -1.232 2.214 -1.337 0.205
```

***

No. 7
Density functional theory data (ωB97M-V with the def2-TZVPD basis set) for 2 unconnected molecules or ions with the total composition C12H16N2O.

Its gap between HOMO and LUMO is 9.068 eV. As for the electronic energy: -651.52634 hartree. The value obtained for the HOMO energy is -8.322 eV. As for the energy above the lowest of the compared OMol25 structures with the same formula, charge and spin: 307.8 kJ/mol. The max |F| is 6.32 eV/A. The SMILES is Cc1c[nH]c2ccccc12.CCC(N)=O.

Geometry as XYZ:
```
31
Properties=species:S:1:pos:R:3:nbo_charge:R:1
C -2.138 1.691 2.201 -0.665
C -1.581 0.667 1.378 -0.081
C -2.244 -0.002 0.359 -0.044
N -1.501 -1.146 -0.154 -0.550
C -0.469 -1.387 0.701 0.094
C 0.506 -2.328 0.655 -0.244
C 1.728 -2.143 1.194 -0.207
C 1.878 -0.943 1.956 -0.225
C 0.990 0.040 2.197 -0.219
C -0.316 -0.202 1.582 -0.048
H -3.021 1.326 2.727 0.226
H -2.420 2.536 1.601 0.233
H -1.635 2.276 3.004 0.236
H -3.254 0.388 0.086 0.222
H -2.053 -1.736 -0.767 0.419
H 0.401 -3.382 0.396 0.218
H 2.399 -2.966 1.238 0.219
H 2.769 -0.814 2.411 0.198
H 1.154 0.881 2.926 0.230
C 0.434 -0.546 -2.771 -0.660
C 1.106 0.815 -3.014 -0.511
C 0.821 1.787 -1.895 0.687
N 1.087 1.291 -0.607 -0.896
O 0.299 2.846 -2.065 -0.588
H -0.020 -1.032 -3.644 0.223
H -0.606 -0.559 -2.211 0.218
H 0.866 -1.383 -2.175 0.221
H 2.274 0.633 -3.119 0.234
H 0.668 1.215 -3.960 0.237
H 1.116 1.908 0.210 0.403
H 0.763 0.266 -0.441 0.419
```

***

No. 8
Density functional theory data (ωB97M-V with the def2-TZVPD basis set) for a molecular structure, C5H4ClF8OPb.

Its gap between HOMO and LUMO is 5.692 eV. As for the charge: +1. As for the electronic energy: -1719.83056 hartree. The value obtained for the HOMO energy is -13.361 eV. The max |F| is 3.25 eV/A.

Geometry as XYZ:
```
20
Properties=species:S:1:pos:R:3:nbo_charge:R:1
Pb -1.968 -6.957 -2.296 1.585
Cl -1.916 -4.219 -1.850 -0.584
C 0.572 0.703 -0.327 -0.160
C -0.123 -0.550 -0.828 0.610
C 0.829 -1.717 -1.122 0.513
F 1.755 -1.545 -2.121 -0.333
F 1.479 -2.226 -0.057 -0.320
F -1.052 -1.009 0.040 -0.315
F -0.752 -0.258 -1.986 -0.313
O -0.495 1.635 -0.091 -0.514
C -0.263 2.607 0.884 0.851
C -0.189 2.039 2.309 0.491
F 0.784 1.099 2.490 -0.338
F 0.054 3.012 3.204 -0.309
F 0.907 3.213 0.563 -0.328
F -1.240 3.490 0.768 -0.287
H 1.160 1.174 -1.118 0.224
H 1.243 0.593 0.519 0.238
H 0.289 -2.553 -1.580 0.132
H -1.077 1.470 2.598 0.156
```

***

No. 9
Density functional theory data (ωB97M-V with the def2-TZVPD basis set) for 2 unconnected molecules or ions with the total composition CH8N3O.

The spin multiplicity is 2. Its gap between HOMO and LUMO (alpha / beta) is 13.130 / 6.101 eV. As for the charge: +2. As for the electronic energy: -281.65201 hartree. The value obtained for the HOMO energy (alpha / beta) is -22.071 / -21.371 eV. As for the energy above the lowest of the compared OMol25 structures with the same formula, charge and spin: 87.4 kJ/mol. The max |F| is 3.35 eV/A.

Geometry as XYZ:
```
13
Properties=species:S:1:pos:R:3:lowdin_spin:R:1
N 2.038 -0.382 -0.795 -0.001
H 1.400 -0.720 -1.476 0.000
H 1.321 0.026 0.013 0.001
H 2.679 -1.120 -0.514 0.000
H 2.587 0.316 -1.331 0.000
N -1.766 1.104 1.080 0.435
C -0.796 0.304 0.634 0.032
N -1.142 -0.680 -0.276 -0.044
O 0.434 0.437 0.992 0.564
H -2.697 1.034 0.689 0.009
H -1.468 2.020 1.405 0.007
H -0.470 -1.430 -0.231 -0.003
H -2.121 -0.908 -0.188 -0.001
```

***

- Which value of electronic energy does entry 2 give?
  -187.90509 hartree

***

What did the fifth record say?
Density functional theory data (ωB97M-V with the def2-TZVPD basis set) for C3H3N3O2 in the gas phase.

Its gap between HOMO and LUMO is 9.097 eV. As for the electronic energy: -430.64878 hartree. The value obtained for the HOMO energy is -10.107 eV. As for the energy above the lowest of the compared OMol25 structures with the same formula, charge and spin: 714.6 kJ/mol. The max |F| is 7.23 eV/A. The SMILES is [H]/N=c1/cnon1C=O.

Geometry as XYZ:
```
11
Properties=species:S:1:pos:R:3:nbo_charge:R:1
H 1.305 1.519 -0.416 0.385
N 0.388 1.866 -0.375 -0.536
C -0.327 0.841 -0.127 0.340
C -1.686 0.612 0.410 -0.069
N -1.963 -0.685 0.132 -0.035
O -0.812 -1.478 -0.381 -0.202
N 0.264 -0.528 -0.052 -0.195
C 1.478 -1.011 -0.017 0.473
O 2.428 -0.073 0.339 -0.656
H -2.710 1.196 0.537 0.287
H 1.636 -2.260 -0.049 0.207
```